# C29H29N3SiZr

A molecular structure, C29H29N3SiZr (ωB97M-V/def2-TZVPD, the Open Molecules 2025 dataset).

Last column: Mulliken charge in e.
Element x y z (Å)
1 C -2.8635 -0.9321 -1.2829  -0.283
2 C -1.6820 -0.6994 -2.0515  -0.356
3 C -0.7762 -1.7873 -1.8129  -0.708
4 H -1.5446 0.1204 -2.7535  0.575
5 C -1.4157 -2.7020 -0.9076  -0.749
6 C -2.6978 -2.1725 -0.5877  -0.492
7 H -3.4760 -2.6906 -0.0340  0.673
8 H -3.8091 -0.3927 -1.3658  0.545
9 H 0.2146 -1.9129 -2.2400  0.566
10 H -1.0384 -3.6685 -0.5809  0.527
11 Zr -0.8874 -0.5892 0.2871  0.919
12 C 0.0618 -2.2376 1.5946  -1.335
13 H -0.5284 -3.0861 1.9999  0.357
14 H 0.8093 -1.9290 2.3139  0.561
15 H 0.6205 -2.6102 0.7183  0.144
16 Si 1.9834 -0.0685 -0.0866  1.027
17 C 3.0016 1.5444 -0.3052  0.177
18 C 3.0681 2.0777 -1.6076  0.033
19 H 2.5318 1.5797 -2.4160  0.405
20 C 3.8223 3.2233 -1.9193  -0.776
21 H 3.8078 3.6348 -2.9348  0.427
22 C 4.5922 3.8486 -0.9308  -0.477
23 H 5.1643 4.7576 -1.1668  0.402
24 C 4.6319 3.2861 0.3575  -0.575
25 H 5.2913 3.7385 1.1141  0.404
26 C 3.8305 2.1705 0.6724  -0.318
27 H 3.8761 1.7738 1.6902  0.401
28 C 3.1964 -1.4764 -0.3456  0.647
29 C 4.4205 -1.1207 -0.9716  -0.565
30 H 4.6723 -0.0619 -1.1050  0.230
31 C 5.3429 -2.0964 -1.4064  -0.627
32 H 6.2693 -1.7743 -1.9023  0.406
33 C 5.0659 -3.4616 -1.2064  -0.467
34 H 5.7800 -4.2255 -1.5595  0.384
35 C 3.8930 -3.8127 -0.5343  -0.665
36 H 3.6471 -4.8652 -0.3795  0.412
37 C 3.0400 -2.8385 -0.0123  -0.273
38 H 2.2843 -3.1816 0.6854  0.539
39 H 0.8695 -0.2803 -1.0886  -0.265
40 H 0.9706 -0.0749 1.1448  0.153
41 C -6.2262 -1.3676 3.0531  -0.431
42 C -5.0695 -2.1479 2.9166  -0.650
43 C -3.8859 -1.5827 2.4282  -0.113
44 C -3.8777 -0.2190 2.0183  0.084
45 C -5.0228 0.5667 2.2402  -0.339
46 C -6.1939 -0.0081 2.7358  -0.667
47 N -2.7847 0.3896 1.3693  0.189
48 N -2.9442 1.7188 1.2710  -0.747
49 C -2.1621 2.3428 0.3181  0.073
50 C -2.4068 3.6838 -0.0839  -0.461
51 C -1.6157 4.2541 -1.0698  -0.479
52 C -0.5653 3.5158 -1.6252  -0.975
53 C -0.4147 2.1958 -1.2423  -0.192
54 N -1.1228 1.6370 -0.2393  0.425
55 H -7.1417 -1.8154 3.4367  0.412
56 H -5.0788 -3.2030 3.1974  0.419
57 H -2.9576 -2.1530 2.3612  0.426
58 H -4.9498 1.6242 2.0132  0.506
59 H -7.0690 0.6202 2.8739  0.400
60 H -3.2193 4.2100 0.4162  0.533
61 H -1.7834 5.2675 -1.4096  0.449
62 H 0.1206 3.9258 -2.3601  0.500
63 H 0.3304 1.5379 -1.7021  0.652

Results
Net charge: +2
Spin multiplicity: 1

# C26H32BN6V

A molecular structure, C26H32BN6V (ωB97M-V/def2-TZVPD, the Open Molecules 2025 dataset).

Last column: Mulliken charge in e.
Element x y z (Å)
1 V 6.0277 10.4622 13.2782  0.313
2 C 2.3802 9.1397 14.8429  -0.880
3 C 2.6565 10.5059 15.4076  1.253
4 C 2.0672 10.8954 16.5980  -0.994
5 C 2.0858 12.2354 17.0004  -0.741
6 C 2.6853 13.1986 16.2439  -0.822
7 C 3.3792 12.8306 15.0809  1.210
8 C 4.1555 13.8093 14.2689  -1.601
9 C 3.3776 11.4853 14.7049  -0.873
10 N 4.0144 11.1034 13.4098  0.955
11 C 3.3967 10.8867 12.3098  1.235
12 C 1.9568 11.2143 12.0802  -2.050
13 C 4.1807 10.1461 11.1750  0.613
14 C 3.4941 9.9807 9.8647  -1.763
15 N 5.2890 9.6419 11.5516  0.992
16 C 6.1175 8.6760 10.8158  -0.330
17 C 7.4235 9.1069 10.6101  1.353
18 C 7.9270 10.3543 11.2205  -1.431
19 C 8.2921 8.3636 9.7939  -1.033
20 C 7.9223 7.1051 9.3577  -0.762
21 C 6.6508 6.6244 9.6558  -0.945
22 C 5.7009 7.4189 10.3820  1.192
23 C 4.3213 6.9241 10.6137  -1.704
24 H 2.1718 8.4138 15.6549  0.487
25 H 3.2010 8.8739 14.1862  -0.467
26 H 1.4898 9.1247 14.2232  0.345
27 H 1.4975 10.1850 17.1977  0.479
28 H 1.5693 12.4520 17.9234  0.453
29 H 2.5605 14.2737 16.4914  0.437
30 H 3.7388 14.8379 14.2783  0.523
31 H 4.2092 13.4994 13.2487  0.200
32 H 5.2012 13.8665 14.5860  0.303
33 H 1.4937 11.6363 12.9543  0.331
34 H 1.4584 10.2823 11.8145  0.464
35 H 1.7798 11.7991 11.1648  0.507
36 H 3.3948 10.9228 9.3343  0.434
37 H 2.4921 9.5450 10.0288  0.432
38 H 3.9688 9.2246 9.2749  0.348
39 H 7.2542 11.2383 11.1372  0.186
40 H 8.8614 10.8106 10.8826  0.544
41 H 8.1334 10.2903 12.2986  0.374
42 H 9.2520 8.7997 9.5480  0.475
43 H 8.5986 6.4464 8.8305  0.428
44 H 6.3587 5.6338 9.4053  0.567
45 H 3.7283 7.4614 11.3266  0.161
46 H 4.3031 5.8862 11.0251  0.499
47 H 3.7662 6.8263 9.6381  0.355
48 B 8.3208 10.2635 15.4223  0.164
49 N 7.8880 11.7036 14.9914  -0.249
50 C 8.4534 12.8209 15.3937  -0.272
51 C 8.1700 13.8758 14.5466  -0.796
52 C 7.3451 13.3021 13.6113  -0.765
53 N 7.1673 11.9751 13.8797  0.460
54 N 7.1687 9.2533 15.6622  -0.080
55 C 6.9451 8.3724 16.6705  -0.143
56 C 5.9251 7.5097 16.3186  -1.422
57 C 5.5665 7.9421 15.0472  -0.118
58 N 6.2744 9.0117 14.6632  0.245
59 H 8.9629 9.8394 14.4681  -0.114
60 H 9.0864 10.4151 16.3928  -0.085
61 H 9.1001 12.8714 16.2283  0.499
62 H 8.4052 14.9269 14.7295  0.422
63 H 6.8429 13.7419 12.7810  0.597
64 H 7.6567 8.4270 17.4794  0.506
65 H 5.5386 6.6965 16.8948  0.474
66 H 4.7478 7.6287 14.4341  0.627

Results
Net charge: +2
<S²>: 2.0146
Spin multiplicity: 3

# C2H10N2O2P

A molecular structure, C2H10N2O2P (ωB97M-V/def2-TZVPD, the Open Molecules 2025 dataset).

Last column: Mulliken charge in e.
Element x y z (Å)
1 C -1.9687 0.9165 0.3985  0.239
2 C 1.4420 1.0889 -0.3163  0.160
3 N -1.6512 -0.3385 0.6991  -0.365
4 N 2.4551 0.5680 0.3818  -0.342
5 O -1.5410 1.4592 -0.6403  -0.420
6 O 0.7140 0.3386 -1.0076  -0.714
7 P -0.3926 -1.4679 -0.3909  -0.031
8 H -2.5991 1.5429 1.0871  0.385
9 H 1.2728 2.1191 -0.1994  0.452
10 H -1.9624 -0.8459 1.4660  0.221
11 H 3.1302 1.1003 0.9458  0.257
12 H 2.9405 -0.3575 0.1105  0.314
13 H -1.1103 -2.5956 0.1954  0.135
14 H -0.6738 0.9516 -0.9018  0.388
15 H 0.4492 -2.3253 -0.9995  0.117
16 H 0.5703 -1.1530 0.6128  0.053
17 H -1.0749 -1.0012 -1.4412  0.153

Results
Net charge: +1
Spin multiplicity: 1

# H24O12

12 unconnected molecules or ions with the total composition H24O12 (ωB97M-V/def2-TZVPD, the Open Molecules 2025 dataset).

Last column: Mulliken charge in e.
Element x y z (Å)
1 H -0.8490 0.0352 -0.1528  0.464
2 H 0.0621 0.0055 1.0179  0.219
3 H 2.0683 0.8701 1.1957  0.349
4 H 1.2901 2.1243 1.1019  0.296
5 H -1.7138 -2.6908 -0.8040  0.340
6 H -1.0266 -1.2802 -1.2206  0.290
7 H -1.6609 4.4559 -1.1474  0.290
8 H -1.7845 3.1505 -0.4340  0.312
9 H 3.6234 -1.9924 -0.7753  0.289
10 H 5.1067 -2.2279 -0.2329  0.278
11 H 4.7355 0.1235 2.1703  0.300
12 H 4.2028 1.4808 1.4726  0.325
13 H -5.5666 -1.6501 1.9297  0.321
14 H -4.6945 -0.4276 1.6242  0.317
15 H -2.5765 1.1011 1.7844  0.299
16 H -1.2596 1.5628 1.3471  0.244
17 H -6.2626 -0.8380 -1.5733  0.321
18 H -4.7914 -1.1584 -1.5088  0.323
19 H 0.8646 -2.7173 0.6413  0.294
20 H 2.3207 -2.5023 0.5167  0.363
21 H 2.1401 -1.6830 -1.6669  0.351
22 H 0.9468 -2.5892 -2.1272  0.338
23 H 1.5780 2.9295 -1.4912  0.270
24 H 2.2649 3.8610 -2.3743  0.292
25 O -0.0417 -0.3917 0.1860  -0.638
26 O 2.0081 1.6402 0.6223  -0.570
27 O -1.5078 -2.0099 -1.5423  -0.666
28 O -1.2092 3.9443 -0.5365  -0.596
29 O 4.2012 -2.0690 0.0479  -0.634
30 O 4.0443 0.8452 2.1688  -0.646
31 O -4.9004 -1.0591 2.3216  -0.641
32 O -2.1141 1.5167 1.0213  -0.580
33 O -5.4789 -0.4843 -1.1074  -0.639
34 O 1.6042 -2.6218 1.2312  -0.615
35 O 1.9480 -2.5319 -2.0772  -0.678
36 O 2.4283 3.2782 -1.6287  -0.581

Results
SMILES: O.O.O.O.O.O.O.O.O.O.O.O
Net charge: 0
Spin multiplicity: 1

# C5H11N3O

2 unconnected molecules or ions with the total composition C5H11N3O (ωB97M-V/def2-TZVPD, the Open Molecules 2025 dataset).

Last column: Mulliken charge in e.
Element x y z (Å)
1 C 3.0945 0.0424 1.3994  -0.544
2 C -2.8740 -1.2379 -0.7254  -0.861
3 C -2.0568 1.2541 0.4913  -1.165
4 N 3.3987 -0.1454 0.0212  -0.364
5 N -1.5162 -0.9991 -0.3019  -0.155
6 C 3.0624 0.3557 -1.0307  0.483
7 C -1.0490 0.1466 0.2924  0.611
8 N 3.2607 0.9092 -2.0996  -0.538
9 O 0.0321 0.1381 0.8545  -0.599
10 H -0.8762 -1.7800 -0.3191  0.271
11 H 3.0732 0.4899 -2.9917  0.246
12 H 2.0366 -0.1503 1.5968  0.256
13 H 3.6344 -0.7125 1.9734  0.244
14 H 3.4055 1.0390 1.7264  0.276
15 H -3.5755 -1.1739 0.1113  0.283
16 H -3.1803 -0.5098 -1.4804  0.265
17 H -2.9598 -2.2342 -1.1520  0.318
18 H -1.5578 2.0969 0.9608  0.280
19 H -2.4865 1.5592 -0.4604  0.374
20 H -2.8662 0.9120 1.1336  0.319

Results
SMILES: CNC(C)=O.CN=C=N
Net charge: 0
Spin multiplicity: 1

# C38H55NO2OsP2

A molecular structure, C38H55NO2OsP2 (ωB97M-V/def2-TZVPD, the Open Molecules 2025 dataset).

Last column: Mulliken charge in e.
Element x y z (Å)
1 Os 1.7862 -2.3794 -2.6102  0.448
2 C 0.3501 -2.0756 -0.6147  1.131
3 C 0.5879 -3.3760 -1.2297  0.002
4 C 2.6345 -2.4252 -0.6528  1.044
5 C 1.5786 -1.5360 -0.1984  0.323
6 C 2.0217 -3.7008 -1.0593  0.007
7 C -0.9910 -1.5277 -0.3160  -0.957
8 H -1.7702 -1.9686 -0.9242  0.333
9 H -1.0700 -0.4560 -0.4592  0.082
10 H -1.2846 -1.7318 0.7121  0.152
11 C 1.7834 -0.2899 0.5921  -1.355
12 H 1.5724 -0.4887 1.6499  0.318
13 H 1.1446 0.5314 0.2413  -0.009
14 H 2.8170 0.0642 0.5688  0.430
15 C 4.0906 -2.2307 -0.3770  -1.473
16 H 4.4740 -2.8376 0.4482  0.346
17 H 4.3265 -1.1924 -0.1522  0.428
18 H 4.7278 -2.4455 -1.2378  0.272
19 C 2.6232 -5.0522 -0.9651  -1.574
20 H 2.2843 -5.6027 -0.0961  0.338
21 H 3.7089 -5.0530 -0.9101  0.458
22 H 2.3739 -5.6739 -1.8206  0.373
23 C -0.4314 -4.2499 -1.8852  -1.473
24 H -0.8273 -5.0423 -1.2362  0.333
25 H -0.0406 -4.7272 -2.7938  0.320
26 H -1.2755 -3.6599 -2.2574  0.376
27 C -2.1049 3.7233 -0.7713  -0.286
28 C -3.1400 2.9478 -1.1164  -0.234
29 C -3.3124 2.2741 -2.4594  -1.217
30 C -2.4173 1.0466 -2.9322  -0.022
31 C -0.9032 1.1986 -2.6121  0.706
32 C -0.0386 2.2743 -2.4949  -0.537
33 C 0.0403 3.4634 -1.6057  -0.932
34 C -1.1399 4.4160 -1.6852  -0.886
35 H -3.3318 3.0079 -3.2884  0.370
36 H -2.6466 0.9185 -4.0440  0.028
37 H -4.3393 1.8873 -2.4786  0.509
38 H -1.4727 4.6000 -2.7229  0.370
39 H -1.9169 3.8430 0.3127  0.325
40 H -4.1023 3.0047 -0.5505  0.426
41 H -0.8128 5.3685 -1.2535  0.418
42 H 0.2478 3.1814 -0.5595  0.457
43 H 1.0098 2.1781 -2.9028  0.363
44 H 0.8937 4.0324 -1.9927  0.425
45 H -2.7849 0.1472 -2.3640  0.290
46 H -0.4163 0.1479 -2.4761  0.061
47 P 0.4917 0.4826 -4.6910  0.588
48 C 1.0258 2.0601 -5.5105  -1.584
49 C -0.6580 0.0748 -6.0597  -1.735
50 P 2.5985 -1.9394 -4.4795  0.937
51 C 2.0362 -0.4197 -5.2250  -1.251
52 C 1.8987 -3.4007 -5.3474  -1.299
53 C 4.4067 -2.1099 -4.4899  -1.290
54 H 1.8552 2.5522 -4.9835  0.474
55 H 0.2148 2.7861 -5.6270  0.446
56 H 1.4037 1.7566 -6.4983  0.547
57 H 0.0053 0.1772 -6.9332  0.646
58 H -1.4776 0.7877 -6.1127  0.455
59 H -0.9898 -0.9582 -5.9383  0.373
60 H 4.7466 -1.5123 -5.3505  0.449
61 H 4.7273 -3.1586 -4.6052  0.424
62 H 4.9148 -1.7092 -3.5895  0.302
63 H 2.7901 0.3845 -5.2310  0.486
64 H 1.6885 -0.6961 -6.2214  0.496
65 H 2.7070 -4.1288 -5.5335  0.367
66 H 1.5002 -2.9306 -6.2632  0.398
67 H 1.0557 -3.8671 -4.7893  0.408
68 C 1.9695 -0.5688 7.2358  -1.547
69 C 0.9154 -0.7490 6.1529  1.034
70 C 0.6578 -2.0344 5.6763  -0.871
71 C -0.2319 -2.2176 4.6159  -0.949
72 C -0.9151 -1.1368 4.0945  -0.626
73 C -0.8091 0.1260 4.6913  -0.312
74 N -1.6010 1.1425 4.2046  -0.141
75 C -2.5947 1.8082 4.8315  0.461
76 C -2.9699 1.6160 6.1773  -0.310
77 C -3.9125 2.4497 6.7764  -0.744
78 C -4.5385 3.4577 6.0312  -0.515
79 C -4.2596 3.5976 4.6636  -0.372
80 C -3.3369 2.7591 4.0464  0.046
81 C -3.0673 2.8977 2.5869  0.461
82 O -3.5454 3.8227 1.9422  -0.643
83 O -2.3701 1.9099 2.0074  -0.594
84 C 0.1536 0.3391 5.7139  1.060
85 C 0.3623 1.7120 6.2825  -1.498
86 H 2.7420 0.1540 6.9213  0.352
87 H 1.5720 -0.2157 8.2105  0.321
88 H 2.5036 -1.5127 7.4316  0.389
89 H 1.2071 -2.8773 6.0922  0.363
90 H -0.3925 -3.2017 4.2163  0.483
91 H -1.6123 -1.2391 3.2668  0.599
92 H -1.9188 1.3802 2.7870  0.541
93 H -2.4916 0.7942 6.7254  0.620
94 H -4.1481 2.3110 7.8331  0.409
95 H -5.2603 4.1463 6.5096  0.387
96 H -4.7798 4.3281 4.0417  0.475
97 H 0.1174 2.4728 5.5328  0.375
98 H -0.2926 1.8851 7.1517  0.326
99 H 1.3992 1.8783 6.6095  0.476

Results
Net charge: +2
<S²>: 6.0837
Spin multiplicity: 5

E in a.u., matching the order above: -1622.684967, -2306.841249, -683.223331, -917.193120, -436.589117, -2458.725287